No. 1
Density functional theory data (ωB97M-V/def2-TZVPD) for a molecular structure, C29H35BF2N6O10P2STl in a non-equilibrium geometry.

Structure (ORCA input):
```
! RIJCOSX wB97M-V def2-TZVPD def2/J DEFGRID3
* xyz -1 1
Tl -0.684 -1.119 0.776
C -5.308 -0.638 2.007
C -4.001 -1.112 1.983
N -2.997 -0.286 1.781
C -3.253 0.998 1.557
C -4.580 1.426 1.450
N -5.593 0.618 1.705
C -2.088 1.892 1.523
C -2.231 3.276 1.620
C -1.087 4.064 1.648
C 0.154 3.439 1.578
C 0.209 2.050 1.494
N -0.894 1.316 1.483
C 1.494 1.337 1.463
C 2.679 1.902 0.968
N 3.815 1.235 0.946
C 3.800 -0.009 1.416
C 2.639 -0.577 1.914
N 1.498 0.092 1.929
C -1.171 5.523 1.791
C -0.358 6.364 1.034
C -0.456 7.730 1.227
N -1.275 8.291 2.102
C -2.044 7.493 2.825
C -2.038 6.113 2.710
H -6.144 -1.278 2.252
H -3.748 -2.148 2.147
H -4.849 2.426 1.139
H -3.206 3.737 1.668
H 1.058 4.023 1.646
H 2.720 2.903 0.560
H 4.740 -0.543 1.375
H 2.600 -1.577 2.326
H 0.316 5.953 0.298
H 0.154 8.419 0.658
H -2.694 7.987 3.536
H -2.674 5.500 3.331
O -4.083 -0.865 -0.924
P -2.898 -0.331 -1.862
O -3.362 0.589 -2.906
O -1.773 0.156 -0.955
O -2.348 -1.710 -2.552
P -2.247 -3.085 -1.659
O -0.686 -3.454 -2.015
O -3.163 -4.099 -2.199
O -2.310 -2.747 -0.193
H -3.662 -1.639 -0.507
H -0.607 -3.358 -2.963
C 4.099 -3.199 -0.852
C 2.652 -3.597 -1.175
C 2.596 -4.182 -2.586
O 1.874 -2.383 -1.151
B 0.944 -2.456 -0.160
O 1.029 -3.610 0.537
C 1.971 -4.499 -0.073
C 1.168 -5.680 -0.625
C 2.901 -5.003 1.031
H 4.460 -2.543 -1.642
H 4.745 -4.073 -0.797
H 4.132 -2.650 0.086
H 3.052 -3.475 -3.276
H 1.566 -4.333 -2.889
H 3.133 -5.127 -2.632
H 0.383 -5.311 -1.277
H 0.683 -6.185 0.209
H 1.810 -6.385 -1.147
H 3.403 -4.183 1.532
H 3.636 -5.699 0.636
H 2.289 -5.515 1.770
O 0.811 0.765 -0.759
S 0.381 0.279 -2.093
C -0.420 1.709 -2.940
C 0.620 2.493 -3.730
C 1.976 2.146 -3.121
C 1.969 0.635 -3.019
H -0.887 2.283 -2.146
H -1.211 1.287 -3.552
H 0.420 3.565 -3.694
H 0.608 2.187 -4.779
H 2.035 2.554 -2.108
H 2.808 2.541 -3.712
H 2.778 0.230 -2.415
H 1.932 0.158 -3.996
F -1.779 -1.573 3.957
C -0.948 -2.110 2.981
F 0.288 -2.180 3.610
H -1.273 -3.155 2.862
*
```

Output
Frontier orbital gap   6.356 eV
E_tot   -3685.40827 hartree
Relative energy (zero: lowest compared OMol25 entry of this formula, charge and spin)   0.0 kcal/mol
Maximum force   2.30 eV/A
LUMO level   1.48 eV

Atom charges from the Löwdin analysis, given in e for atoms 1 to 4: 1.063 -0.098 -0.099 0.087


No. 2
Density functional theory data (ωB97M-V/def2-TZVPD) for a molecular structure, C29H35Br27N2O5 in a non-equilibrium geometry.

Structure (ORCA input):
```
! RIJCOSX wB97M-V def2-TZVPD def2/J DEFGRID3
* xyz 0 1
C 1.280 1.168 4.619
C 2.752 0.913 3.871
O 2.592 0.176 2.605
C 2.675 -1.281 2.793
C 1.255 -2.085 2.629
O 0.821 -2.305 1.240
C 0.257 -1.031 0.688
C -1.213 -0.586 1.310
C -1.909 0.823 0.818
C -3.370 1.385 1.396
C -4.602 1.035 0.320
O -4.377 0.525 -0.914
N -6.047 1.312 0.711
C -6.108 2.194 1.959
C -6.754 -0.001 0.972
C -1.089 1.716 -0.289
C 0.376 1.270 -0.963
C 1.073 -0.146 -0.467
C 1.084 2.298 -2.076
O 1.744 1.872 -3.167
C 0.860 3.920 -1.729
C -0.473 4.319 -1.123
C -0.706 5.923 -0.713
N 0.389 6.210 0.335
C -0.168 6.971 1.518
C -1.671 3.190 -0.824
O -2.961 3.458 -1.033
H 1.002 0.278 5.330
H 1.288 2.149 5.291
H 0.490 1.357 3.764
H 3.517 0.445 4.623
H 3.152 2.010 3.628
H 3.102 -1.560 3.865
H 3.469 -1.721 2.020
H 0.465 -1.559 3.315
H 1.425 -3.168 3.100
H -1.801 -1.211 2.131
H -3.271 2.573 1.402
H -3.639 0.945 2.454
H -5.492 3.198 1.807
H -7.256 2.440 2.122
H -5.717 1.564 2.893
H -6.828 -0.183 2.142
H -6.144 -0.884 0.505
H -7.853 -0.056 0.562
H 2.114 -0.516 -0.914
H 1.690 4.740 -1.914
H -0.641 6.623 -1.649
H -1.768 5.943 -0.181
H 0.645 5.263 0.722
H 0.490 6.693 2.473
H -0.002 8.125 1.314
H -1.276 6.713 1.798
C -1.190 -0.109 -4.670
Br -2.770 -0.663 -3.680
Br 0.075 0.843 -3.540
Br -0.354 -1.603 -5.594
H -1.525 0.595 -5.439
C -3.833 -3.945 3.444
Br -4.497 -2.169 3.009
Br -5.149 -5.324 3.057
Br -2.127 -4.311 2.585
H -3.658 -3.965 4.525
C 2.377 -4.365 -5.207
Br 1.392 -6.014 -4.898
Br 4.032 -4.310 -4.186
Br 2.685 -4.050 -7.102
H 1.750 -3.545 -4.844
C 2.437 -8.813 -1.378
Br 4.277 -8.954 -1.993
Br 2.003 -7.006 -0.802
Br 1.177 -9.472 -2.705
H 2.343 -9.459 -0.499
C 1.441 3.889 -6.104
Br 1.023 3.376 -4.274
Br 2.357 5.604 -6.183
Br 2.427 2.498 -7.039
H 0.487 4.012 -6.627
C 1.510 -1.050 -10.288
Br -0.070 -1.604 -9.299
Br 2.775 -0.097 -9.158
Br 2.346 -2.543 -11.212
H 1.175 -0.345 -11.057
C 2.501 2.590 8.360
Br 0.679 3.267 8.419
Br 2.550 0.645 8.312
Br 3.518 3.375 6.899
H 2.988 2.899 9.291
C 6.841 1.935 8.239
Br 6.423 1.421 10.068
Br 7.757 3.649 8.159
Br 7.827 0.543 7.304
H 5.887 2.057 7.715
C -1.647 -8.586 -5.678
Br -1.477 -7.279 -7.109
Br -3.024 -8.085 -4.399
Br -1.920 -10.384 -6.369
H -0.695 -8.593 -5.137
*
```

Output
Frontier orbital gap   5.885 eV
E_tot   -71109.08353 hartree
Maximum force   12.33 eV/A
LUMO level   -2.09 eV

Atom charges from the Löwdin analysis, given in e for atoms 1 to 4: -0.111 -0.245 -0.220 -0.169


No. 3
Density functional theory data (ωB97M-V/def2-TZVPD) for a molecular structure, C29H35BrN3O7PSTi in a non-equilibrium geometry.

Structure (ORCA input):
```
! RIJCOSX wB97M-V def2-TZVPD def2/J DEFGRID3
* xyz 0 1
Ti -0.135 0.699 -0.576
O 0.257 -0.295 2.432
C 1.584 -0.693 2.805
C 1.651 -2.098 3.382
C 1.237 -3.224 2.421
C 2.268 -3.474 1.352
C 3.175 -4.527 1.483
C 4.129 -4.730 0.503
C 4.153 -3.883 -0.594
C 3.217 -2.863 -0.644
N 2.300 -2.654 0.299
H -0.359 -0.698 3.052
H 1.968 0.012 3.548
H 2.197 -0.619 1.908
H 1.006 -2.124 4.268
H 2.677 -2.277 3.719
H 0.282 -2.972 1.958
H 1.110 -4.141 2.998
H 3.122 -5.183 2.345
H 4.845 -5.540 0.590
H 4.881 -4.003 -1.386
H 3.200 -2.170 -1.481
O -3.878 -0.438 -0.261
C -2.696 -0.268 -0.229
O -2.033 0.790 -0.667
C -1.673 -1.322 0.306
O -1.951 -2.214 1.043
O -0.473 -1.033 -0.192
Br -2.423 2.715 2.447
C -0.909 3.747 2.952
C -1.096 4.561 4.061
C -0.080 5.393 4.498
C 1.130 5.428 3.823
C 1.314 4.621 2.716
C 0.312 3.762 2.262
C 0.678 2.954 1.043
O 1.595 3.309 0.339
O -0.056 1.881 0.800
H -2.048 4.544 4.574
H -0.240 6.019 5.368
H 1.921 6.089 4.154
H 2.245 4.627 2.167
S 4.463 0.517 -0.423
C 2.908 0.532 -0.707
N 1.743 0.537 -0.946
C -0.107 5.177 -2.790
C 0.936 4.297 -3.024
C 0.856 3.017 -2.513
N -0.201 2.583 -1.818
C -1.210 3.436 -1.597
C -1.198 4.737 -2.057
H -0.068 6.189 -3.173
H 1.806 4.591 -3.595
H 1.665 2.314 -2.649
H -2.050 3.045 -1.039
H -2.032 5.391 -1.844
C -2.695 0.435 -5.100
C -2.227 0.754 -3.681
P -0.734 -0.141 -3.069
C 0.395 0.074 -4.511
C 1.840 -0.384 -4.269
C -1.298 -1.888 -3.213
C -0.291 -2.937 -2.717
H -3.591 1.018 -5.322
H -2.951 -0.618 -5.218
H -1.945 0.697 -5.847
H -3.026 0.548 -2.968
H -2.006 1.820 -3.601
H 0.386 1.142 -4.746
H -0.026 -0.461 -5.363
H 2.264 0.084 -3.382
H 2.462 -0.127 -5.127
H 1.896 -1.464 -4.133
H -1.556 -2.081 -4.254
H -2.218 -1.948 -2.624
H 0.548 -3.036 -3.408
H -0.773 -3.912 -2.641
H 0.109 -2.680 -1.738
*
```

Output
Frontier orbital gap   8.410 eV
E_tot   -5980.26248 hartree
Relative energy (zero: lowest compared OMol25 entry of this formula, charge and spin)   0.0 kcal/mol
Maximum force   1.75 eV/A
LUMO level   -0.32 eV

Atom charges from the Löwdin analysis, given in e for atoms 1 to 4: 0.956 -0.091 -0.233 -0.164


No. 4
Density functional theory data (ωB97M-V/def2-TZVPD) for a molecular structure, C29H35Cl2MnN7S.

Structure (ORCA input):
```
! RIJCOSX wB97M-V def2-TZVPD def2/J DEFGRID3
* xyz 0 6
Mn -0.386 -0.351 -0.204
C 1.437 -1.069 -2.751
N 2.082 0.178 -2.384
C 1.949 1.237 -3.372
C 2.377 0.460 -1.093
N 1.727 -0.190 -0.135
C 2.252 -0.277 1.174
C 3.607 -0.449 1.443
C 4.079 -0.454 2.745
C 3.191 -0.278 3.798
C 1.834 -0.178 3.545
C 1.339 -0.241 2.243
N -0.027 -0.197 1.918
C -0.970 -0.635 2.731
N -0.819 -1.589 3.686
C -1.581 -1.576 4.919
C 0.167 -2.647 3.597
N -2.219 -0.100 2.625
C -3.396 -0.953 2.611
C -2.411 1.182 1.965
N 3.307 1.429 -0.878
C 3.256 2.356 0.239
C 4.465 1.571 -1.736
H 1.825 -1.397 -3.717
H 0.350 -0.948 -2.839
H 1.649 -1.832 -2.009
H 0.896 1.331 -3.647
H 2.537 1.010 -4.263
H 2.268 2.185 -2.952
H 4.296 -0.557 0.615
H 5.137 -0.577 2.933
H 3.551 -0.233 4.816
H 1.137 -0.058 4.364
H -2.204 -0.688 4.968
H -0.890 -1.575 5.767
H -2.217 -2.462 5.003
H 0.595 -2.680 2.603
H -0.327 -3.601 3.793
H 0.971 -2.506 4.326
H -3.149 -1.952 2.959
H -3.780 -1.025 1.589
H -4.179 -0.535 3.247
H -1.528 1.804 2.090
H -3.273 1.671 2.424
H -2.613 1.069 0.897
H 2.320 2.258 0.775
H 3.306 3.374 -0.155
H 4.094 2.193 0.921
H 4.466 0.798 -2.499
H 5.375 1.478 -1.136
H 4.484 2.548 -2.228
Cl -2.264 -0.542 -1.388
C -2.699 2.436 -1.505
C -3.882 3.075 -1.731
C -3.987 4.376 -1.234
C -2.917 4.937 -0.555
C -1.748 4.213 -0.361
Cl -0.453 4.993 0.512
C -1.593 2.901 -0.836
S -0.108 1.997 -0.590
H -4.695 2.606 -2.269
H -4.895 4.948 -1.379
H -2.975 5.943 -0.163
N -0.125 -7.673 1.265
C -0.166 -6.557 0.997
C -0.223 -5.157 0.672
C 0.949 -4.456 0.410
C 0.888 -3.099 0.126
C -0.330 -2.415 0.069
C -1.494 -3.150 0.305
C -1.449 -4.501 0.619
H 1.902 -4.967 0.447
H 1.821 -2.575 -0.036
H -2.460 -2.666 0.241
H -2.362 -5.049 0.810
*
```

Output
Frontier orbital gap (spin up / spin down)   7.037 / 7.769 eV
E_tot   -3978.91238 hartree
Maximum force   0.30 eV/A
LUMO level (spin up / spin down)   -0.50 / 0.24 eV
<S²>   8.888

Atom charges from the Löwdin analysis, given in e for atoms 1 to 4: 0.407 -0.038 -0.148 -0.056


No. 5
Density functional theory data (ωB97M-V/def2-TZVPD) for a molecular structure, C29H35F5N4P2Ru in a non-equilibrium geometry.

Structure (ORCA input):
```
! RIJCOSX wB97M-V def2-TZVPD def2/J DEFGRID3
* xyz 2 5
Ru 2.925 -0.795 0.312
C -4.996 0.224 -2.870
C -4.240 1.231 -2.422
C -4.495 2.114 -1.238
C -5.406 1.537 -0.132
C -4.944 0.228 0.450
C -5.213 -0.998 -0.003
C -6.076 -1.381 -1.175
C -6.269 -0.308 -2.270
C 3.977 -1.934 1.689
H -4.731 -0.250 -3.826
H -3.376 1.542 -3.020
H -4.943 3.068 -1.567
H -3.522 2.383 -0.797
H -5.427 2.275 0.686
H -6.432 1.477 -0.512
H -4.391 0.333 1.394
H -4.866 -1.862 0.575
H -7.081 -1.678 -0.827
H -5.646 -2.285 -1.632
H -6.845 -0.782 -3.082
H -6.905 0.493 -1.878
H 4.624 -2.603 1.107
H 3.403 -2.515 2.426
H 4.608 -1.175 2.187
P 1.412 -0.485 1.891
P 1.866 0.884 -0.682
N 0.564 -1.931 2.308
N 1.874 0.141 3.476
N 0.853 0.189 -1.948
N 2.642 2.172 -1.542
C 0.082 0.643 1.383
C 0.664 1.692 0.425
C 0.722 -3.156 1.657
C -0.249 -4.024 2.133
C -1.035 -3.313 3.095
C -0.517 -2.026 3.184
C 2.768 -0.482 4.358
C 2.909 0.314 5.489
C 2.086 1.469 5.302
C 1.476 1.344 4.062
C 1.073 -1.026 -2.595
C -0.016 -1.305 -3.406
C -0.959 -0.252 -3.229
C -0.400 0.654 -2.336
C 2.062 3.016 -2.496
C 2.984 4.003 -2.828
C 4.159 3.771 -2.046
C 3.921 2.660 -1.255
H -0.424 1.104 2.239
H -0.669 0.002 0.894
H -0.128 2.209 -0.128
H 1.256 2.461 0.952
H 1.504 -3.272 0.918
H -0.384 -5.047 1.815
H -1.883 -3.687 3.645
H -0.827 -1.171 3.766
H 3.262 -1.397 4.077
H 3.530 0.090 6.344
H 1.955 2.292 5.990
H 0.819 2.017 3.533
H 1.978 -1.590 -2.408
H -0.116 -2.165 -4.055
H -1.938 -0.155 -3.678
H -0.797 1.570 -1.920
H 1.063 2.831 -2.863
H 2.818 4.802 -3.535
H 5.069 4.354 -2.062
H 4.551 2.152 -0.538
F 5.576 -0.033 -0.609
C 4.504 -0.740 -1.157
F 4.110 -0.066 -2.328
C 4.995 -2.127 -1.596
F 5.728 -2.027 -2.734
F 5.799 -2.701 -0.667
F 3.976 -2.993 -1.872
*
```

Output
Frontier orbital gap (spin up / spin down)   7.252 / 2.529 eV
E_tot   -2621.21556 hartree
Relative energy (zero: lowest compared OMol25 entry of this formula, charge and spin)   0.0 kcal/mol
Maximum force   4.96 eV/A
LUMO level (spin up / spin down)   -5.78 / -10.50 eV
<S²>   6.017

Atom charges from the Löwdin analysis, given in e for atoms 1 to 4: 0.927 -0.063 -0.084 -0.150


Question: Among the records above, which one has the lowest E_tot?
Answer: C29H35Br27N2O5